Formula: H12O6
Source: OMol25
Level of theory: ωB97M-V with the def2-TZVPD basis set

Structure (XYZ):
```
18
Properties=species:S:1:pos:R:3:forces:R:3:mulliken_charge:R:1
H 0.2255 1.2138 1.2564 0.076 -0.078 0.040 0.299
H -0.6992 0.0355 0.9984 0.152 -0.134 -0.087 0.287
H 2.0297 -1.8645 -0.7548 -0.319 0.024 0.274 0.348
H 1.2939 -2.1904 -2.0442 -0.219 0.149 -0.082 0.287
H 1.7678 -2.5820 1.4436 -0.061 0.045 -0.240 0.307
H 2.5962 -1.3084 1.4004 -0.093 0.024 -0.060 0.302
H -4.1437 -1.2690 -1.3671 0.017 0.103 0.049 0.312
H -3.4163 -1.7877 -0.1375 -0.022 0.091 0.019 0.319
H -3.8649 1.5317 0.0622 -0.001 -0.083 -0.041 0.322
H -2.6133 2.2360 0.5598 -0.141 0.069 -0.046 0.297
H 4.0980 2.2463 -0.4921 -0.014 0.100 0.001 0.317
H 2.8206 2.8075 -1.0948 0.055 0.054 0.022 0.321
O 0.1559 0.2607 1.3819 -0.148 0.238 0.094 -0.571
O 1.1799 -1.7493 -1.1948 -0.378 -0.100 -1.573 -0.615
O 2.3149 -2.0509 0.8540 0.996 -0.160 1.624 -0.643
O -3.8500 -1.0019 -0.4888 0.030 -0.088 -0.031 -0.613
O -3.4900 2.4091 0.1985 0.129 -0.078 0.066 -0.636
O 3.5949 3.0636 -0.5810 -0.059 -0.177 -0.030 -0.639
```
Positions in Å, forces in eV/Å.

Calculated values
ΔE to the lowest compared entry with this formula, charge and spin (kcal per mole): 43.3
DFT total energy (eV): -12479.2348
Structure (SMILES): O.O.O.O.O.O
E_LUMO (eV): 0.247
Gap between HOMO and LUMO (eV): 10.97
Largest force on an atom (hartree/bohr): 0.0372